Entry 1:
Density functional theory data (wB97M-V/def2-TZVPD) for C4H7NO2 in the gas phase at a distorted geometry.

Each line ends with the Mulliken charge.
CARTESIAN COORDINATES (ANGSTROEM)
C 0.050 0.564 1.821  -1.17
C 0.039 0.119 0.398  0.44
N 0.358 -1.039 -0.051  -0.30
O 0.773 -1.987 0.836  -0.42
C -0.128 0.934 -0.845  0.24
C -0.507 0.066 -1.927  -0.46
O -1.291 1.360 -1.471  -0.48
H 1.077 0.582 2.204  0.31
H -0.388 1.559 1.931  0.33
H -0.513 -0.151 2.428  0.34
H 0.826 -2.752 0.243  0.38
H 0.713 1.603 -1.044  0.28
H 0.196 -0.118 -2.756  0.25
H -1.205 -0.739 -1.767  0.26

orbital gap = 10.548 eV
SMILES = C/C(=N\O)[C@H]1CO1
E_HOMO = -9.6871 eV
F_max = 0.0331 Eh/bohr
net charge = 0
E_LUMO = 0.0316 hartree

***

Entry 2:
Density functional theory data (wB97M-V/def2-TZVPD) for C4H6ClNOS in the gas phase at a distorted geometry.

Each line ends with the Mulliken charge.
CARTESIAN COORDINATES (ANGSTROEM)
O 2.483 -0.276 0.584  -0.51
C 1.811 -1.009 -0.193  -0.05
N 0.345 -1.268 -0.151  -0.33
C -0.735 -0.255 0.162  0.37
C -2.022 -0.699 -0.100  -0.12
Cl -3.261 0.376 0.103  -0.19
C -0.251 1.118 0.714  -0.85
S 0.485 2.473 -0.305  -0.20
H 2.237 -1.723 -0.775  0.44
H 0.132 -1.616 -1.304  0.32
H -2.250 -1.707 -0.515  0.35
H 0.446 1.145 1.519  0.42
H -1.157 1.667 0.748  0.21
H 1.738 1.773 -0.488  0.14

orbital gap = 9.263 eV
SMILES = O=CN/C(=C/Cl)CS
E_HOMO = -9.0296 eV
F_max = 0.1331 Eh/bohr
net charge = 0
E_LUMO = 0.0086 hartree

***

Entry 3:
Density functional theory data (wB97M-V/def2-TZVPD) for 8 unconnected molecules or ions with the total composition C4H24O8 at a distorted geometry.

Each line ends with the Mulliken charge.
CARTESIAN COORDINATES (ANGSTROEM)
C -1.956 0.231 -3.289  -0.98
C -1.706 1.308 -2.230  -0.29
O -0.326 1.246 -1.842  -0.40
H -1.915 -0.746 -2.807  0.20
H -1.171 0.287 -4.044  0.29
H -2.952 0.444 -3.678  0.37
H -2.284 1.065 -1.339  0.22
H -1.976 2.294 -2.609  0.42
H 0.041 2.093 -1.580  0.19
C 2.133 1.060 1.063  -0.59
C 2.874 2.123 1.881  -0.43
O 3.360 1.522 3.063  -0.53
H 1.928 1.393 0.046  0.18
H 1.201 0.694 1.493  0.16
H 2.658 0.124 0.871  0.29
H 2.272 2.989 2.154  0.28
H 3.755 2.551 1.401  0.30
H 2.635 1.452 3.688  0.31
O -2.130 1.079 1.898  -0.63
H -1.621 0.616 1.233  0.30
H -1.535 1.160 2.644  0.31
O 1.753 0.027 -3.573  -0.69
H 2.466 0.599 -3.287  0.29
H 1.042 0.206 -2.958  0.37
O -2.912 -2.272 0.841  -0.63
H -3.272 -2.614 0.023  0.27
H -2.318 -1.573 0.568  0.47
O -0.536 -2.564 3.117  -0.62
H -0.093 -2.721 2.284  0.35
H 0.174 -2.448 3.748  0.30
O 0.652 -2.821 0.688  -0.71
H 0.079 -3.371 0.152  0.30
H 1.536 -3.033 0.389  0.27
O -0.895 -0.651 0.228  -0.46
H -0.337 -1.410 0.397  0.37
H -0.622 -0.339 -0.635  0.15

orbital gap = 10.448 eV
SMILES = CCO.CCO.O.O.O.O.O.O
E_HOMO = -10.5268 eV
F_max = 0.0217 Eh/bohr
net charge = 0
E_LUMO = -0.0029 hartree

***

Entry 4:
Density functional theory data (wB97M-V/def2-TZVPD) for a molecular structure, C20H22BN10OPt.

Each line ends with the Mulliken charge.
CARTESIAN COORDINATES (ANGSTROEM)
Pt 1.032 -0.272 -1.294  0.36
C 0.919 -2.865 3.360  -0.93
C 1.887 -2.351 2.477  -0.35
N 1.468 -1.243 1.893  -0.87
N 0.228 -1.013 2.384  0.28
C -0.126 -1.980 3.263  -0.30
B -0.565 0.133 1.765  1.00
N -1.386 -0.403 0.552  1.37
C -2.642 -0.871 0.569  -0.22
C -2.953 -1.357 -0.686  -0.98
C -1.798 -1.150 -1.436  -0.27
N -0.867 -0.578 -0.673  -1.38
N 0.382 1.253 1.268  1.82
C 0.746 2.345 1.963  -0.41
C 1.643 3.071 1.209  -1.04
C 1.778 2.339 0.030  -0.05
N 1.024 1.248 0.087  -1.60
N -1.532 0.753 2.769  0.47
C -1.415 0.834 4.116  -0.45
C -2.364 1.714 4.575  -0.89
C -3.026 2.140 3.409  -0.49
N -2.520 1.571 2.329  -0.78
H 0.972 -3.746 3.976  0.41
H 2.867 -2.738 2.250  0.47
H -1.099 -2.002 3.724  0.53
H -3.234 -0.808 1.465  0.46
H -3.881 -1.791 -1.011  0.42
H -1.583 -1.367 -2.468  0.44
H 0.334 2.536 2.940  0.49
H 2.117 4.000 1.467  0.42
H 2.369 2.535 -0.849  0.44
H -0.650 0.295 4.648  0.56
H -2.552 2.000 5.594  0.45
H -3.849 2.831 3.314  0.43
N 1.971 -1.153 -2.537  -0.30
C 2.437 -1.994 -3.452  0.51
C 1.640 -3.070 -3.917  -0.14
C 2.134 -3.932 -4.870  -0.56
C 3.418 -3.756 -5.386  -0.38
C 4.213 -2.703 -4.934  -0.55
C 3.742 -1.829 -3.981  -0.35
H 0.650 -3.193 -3.499  0.39
H 1.521 -4.752 -5.220  0.36
H 3.797 -4.437 -6.136  0.37
H 5.209 -2.571 -5.336  0.34
H 4.342 -1.006 -3.618  0.42
C -1.452 4.240 -0.386  -1.01
C -1.721 3.015 -1.231  0.79
N -2.710 2.204 -0.740  -0.44
O -1.141 2.797 -2.278  -0.66
H -2.373 4.803 -0.233  0.39
H -0.712 4.862 -0.880  0.30
H -1.081 3.938 0.594  0.16
H -2.810 2.164 0.270  0.30
H -2.793 1.314 -1.210  0.24

orbital gap (alpha / beta) = 7.869 / 7.792 eV
E_HOMO (alpha / beta) = -7.6086 / -8.9842 eV
spin multiplicity = 2
⟨S²⟩ = 0.8030
F_max = 0.0071 Eh/bohr
net charge = 0
E_LUMO (alpha / beta) = 0.0096 / -0.0438 hartree